Entry 1:
Here is C20H24N2O3S in the gas phase in a non-equilibrium geometry from the Open Molecules 2025 dataset. Energies are from the ωB97M-V functional and the def2-TZVPD basis.

```
50
Properties=species:S:1:pos:R:3:mulliken_charge:R:1
O 1.751 -2.969 1.898 -0.491
C 0.697 -2.686 2.539 -0.374
C 0.547 -1.416 3.367 0.414
C -0.627 -1.515 4.466 -0.887
C -1.880 -0.945 3.850 -0.566
C -1.384 0.177 2.935 -0.687
N 0.001 -0.198 2.546 0.376
C 0.729 0.718 1.759 -0.046
O 0.265 1.823 1.553 -0.613
C 2.199 0.327 1.410 -0.121
C 3.137 0.587 2.569 -0.925
S 4.728 1.234 1.995 -0.149
C 3.835 1.956 0.532 -0.818
N 2.815 0.964 0.240 0.045
C 2.483 0.794 -1.148 0.382
O 3.085 1.306 -2.062 -0.643
C 1.441 -0.272 -1.508 -0.559
C 0.416 0.137 -2.696 0.110
C -0.513 -0.984 -3.070 -1.068
C -1.762 -0.283 -3.493 0.478
C -2.736 -0.862 -4.388 -0.434
C -3.880 -0.193 -4.729 -0.404
C -4.097 1.063 -4.175 -0.568
C -3.027 1.710 -3.488 -0.747
C -1.914 0.997 -3.070 0.726
C -0.688 1.206 -2.271 -0.759
H -0.046 -3.459 2.430 0.465
H 1.493 -1.165 3.870 0.157
H -0.801 -2.497 4.894 0.459
H -0.315 -0.942 5.410 0.300
H -2.514 -1.638 3.243 0.267
H -2.558 -0.460 4.628 0.327
H -1.536 1.078 3.533 0.333
H -2.135 0.389 2.137 0.332
H 2.269 -0.686 1.098 0.459
H 3.327 -0.319 3.054 0.430
H 2.706 1.359 3.123 0.454
H 4.509 2.001 -0.333 0.472
H 3.464 2.939 0.808 0.360
H 0.863 -0.592 -0.664 0.122
H 1.960 -1.149 -1.833 0.483
H 0.874 0.460 -3.611 0.564
H -0.716 -1.587 -2.107 0.228
H -0.102 -1.674 -3.782 0.463
H -2.527 -1.919 -4.811 0.241
H -4.613 -0.681 -5.425 0.315
H -4.973 1.621 -4.401 0.417
H -3.144 2.696 -2.929 0.271
H -0.281 2.207 -2.695 0.192
H -0.828 1.342 -1.198 0.215
```

The structure (SMILES) is O=C[C@@H]1CCCN1C(=O)[C@@H]1CSCN1C(=O)CC1Cc2ccccc2C1. Its relative energy (zero: lowest compared OMol25 entry of this formula, charge and spin) is 100.7 kcal/mol. As for the spin multiplicity: 1. The orbital gap is 0.31749 Eh.



Entry 2:
Here is 2 unconnected molecules or ions with the total composition C4H14N in a non-equilibrium geometry from the Open Molecules 2025 dataset. Energies are from the ωB97M-V functional and the def2-TZVPD basis.

```
19
Properties=species:S:1:pos:R:3:mulliken_charge:R:1
C 1.323 -2.771 -1.771 -1.091
C 0.664 -1.977 -0.590 -0.687
H 0.555 -3.259 -2.377 0.343
H 1.842 -2.107 -2.466 0.320
H 2.006 -3.481 -1.292 0.300
H 0.128 -1.144 -1.026 0.208
H 1.579 -1.693 -0.070 0.272
H -0.027 -2.670 -0.124 0.331
C -1.440 0.554 0.854 -0.697
N -0.656 1.770 1.328 -0.207
C 0.096 2.397 0.173 -0.871
H -2.285 0.502 1.552 0.362
H -0.805 -0.325 0.937 0.233
H -1.830 0.717 -0.140 0.339
H -1.238 2.389 1.891 0.381
H 0.046 1.486 2.014 0.368
H -0.629 2.750 -0.541 0.400
H 0.665 3.202 0.663 0.376
H 0.967 1.906 -0.268 0.320
```

Its relative energy (zero: lowest compared OMol25 entry of this formula, charge and spin) is 29.6 kcal/mol. As for the total charge: +1. As for the spin multiplicity: 1. The orbital gap is 0.40494 Eh.



Entry 3:
Here is 3 unconnected molecules or ions with the total composition C5H18NO2 in a non-equilibrium geometry from the Open Molecules 2025 dataset. Energies are from the ωB97M-V functional and the def2-TZVPD basis.

```
26
Properties=species:S:1:pos:R:3:mulliken_charge:R:1
C 0.831 -1.088 0.203 -0.320
C -0.315 -0.727 1.136 -0.603
C 0.033 0.326 2.233 -0.884
C 1.078 1.404 1.916 -0.380
C 0.435 2.789 1.731 -1.267
N 0.266 -1.713 -1.076 -0.179
H 1.609 -1.740 0.577 0.265
H 1.227 -0.123 -0.095 0.283
H -1.108 -0.297 0.508 0.209
H -0.775 -1.599 1.603 0.400
H -0.901 0.772 2.517 0.433
H 0.415 -0.279 3.058 0.337
H 1.784 1.466 2.749 0.341
H 1.822 1.243 1.137 0.370
H -0.095 2.875 0.785 0.285
H 1.201 3.563 1.743 0.366
H -0.242 2.981 2.564 0.341
H 0.608 -1.253 -1.920 0.325
H 0.490 -2.701 -1.171 0.365
H -0.740 -1.608 -0.962 0.299
H 0.686 -2.673 -4.613 0.313
H -0.264 -1.467 -4.779 0.315
O 0.297 -1.921 -4.143 -0.623
H -3.106 0.233 -1.271 0.322
H -2.772 1.151 -2.464 0.312
O -2.463 0.387 -1.968 -0.625
```

Its relative energy (zero: lowest compared OMol25 entry of this formula, charge and spin) is 17.5 kcal/mol. As for the total charge: +1. As for the spin multiplicity: 1. The orbital gap is 0.41475 Eh.



Entry 4:
Here is a molecular structure, C2H3FN2O in a non-equilibrium geometry from the Open Molecules 2025 dataset. Energies are from the ωB97M-V functional and the def2-TZVPD basis.

```
9
Properties=species:S:1:pos:R:3:mulliken_charge:R:1
C 0.772 0.762 0.247 0.799
C -1.332 -0.148 0.129 -0.597
N 2.031 1.033 0.156 -0.375
N 1.482 0.129 -0.760 -0.020
O -0.385 0.685 0.772 -0.270
F 1.900 -1.460 -0.579 -0.399
H -1.245 0.112 -0.909 0.347
H -2.201 0.080 0.728 0.202
H -1.022 -1.192 0.216 0.312
```

Its relative energy (zero: lowest compared OMol25 entry of this formula, charge and spin) is 103.9 kcal/mol. As for the spin multiplicity: 1. The orbital gap is 0.38798 Eh.



Entry 5:
Here is 2 unconnected molecules or ions with the total composition H4O2 in a non-equilibrium geometry from the Open Molecules 2025 dataset. Energies are from the ωB97M-V functional and the def2-TZVPD basis.

```
6
Properties=species:S:1:pos:R:3:mulliken_charge:R:1
O -1.651 0.483 -0.241 -0.652
H -2.106 -0.274 -0.516 0.296
H -0.652 0.301 -0.222 0.390
O 1.160 -0.033 0.160 -0.645
H 1.655 -0.762 -0.123 0.305
H 1.595 0.285 0.941 0.306
```

The structure (SMILES) is O.O. Its relative energy (zero: lowest compared OMol25 entry of this formula, charge and spin) is 3.9 kcal/mol. As for the spin multiplicity: 1. The orbital gap is 0.41735 Eh.



Entry 6:
Here is a gas-phase ion, C2H3N4S (charge +1) in a non-equilibrium geometry from the Open Molecules 2025 dataset. Energies are from the ωB97M-V functional and the def2-TZVPD basis.

```
10
Properties=species:S:1:pos:R:3:mulliken_charge:R:1
C -1.435 -0.787 -0.060 -0.724
C -0.197 -0.477 0.143 0.689
N 0.959 -0.068 0.126 0.183
N 2.205 0.041 0.142 -0.162
N 3.214 1.036 -0.007 0.398
N 4.422 0.655 -0.059 -0.324
S 5.201 -0.693 0.015 0.093
H -2.219 -0.229 -0.546 0.292
H -1.821 -1.643 0.359 0.277
H 3.143 1.979 0.174 0.277
```

The structure (SMILES) is C=C=[N+]=NNN=S. Its relative energy (zero: lowest compared OMol25 entry of this formula, charge and spin) is 121.7 kcal/mol. As for the total charge: +1. As for the spin multiplicity: 1. The orbital gap (spin up / spin down) is 0.19780 / 0.19789 Eh.